Record 1
The following is a quantum chemistry calculation of a molecular structure, C3H5KMgO4 in a non-equilibrium geometry, from the Open Molecules 2025 dataset.

Computed properties:
Total energy ... -33144.2004 eV
LUMO energy (spin up / spin down) ... -0.131 / -0.130 Eh
⟨S²⟩ ... 0.751
ΔE to the lowest compared entry with this formula, charge and spin ... 214.4 kJ/mol
Spin multiplicity ... 2
Total charge ... +1

Last column: Löwdin charge in e.
Geometry (Å):
1 K -4.317 0.300 1.727  0.873
2 Mg 1.329 -1.734 0.570  0.797
3 O -1.523 -0.536 -0.805  -0.095
4 O -0.726 0.300 -2.602  0.190
5 O 2.099 0.018 1.428  -0.157
6 O 0.655 -0.818 -1.227  -0.075
7 C -0.481 -0.479 -1.569  -0.649
8 C -1.363 -0.627 0.659  -0.194
9 C 1.993 1.201 1.127  -0.017
10 H -1.195 -1.704 0.851  -0.026
11 H -0.522 0.038 0.927  -0.021
12 H 1.749 1.498 0.089  0.109
13 H 2.202 1.995 1.863  0.116
14 H 0.100 0.547 -3.037  0.147



Record 2
The following is a quantum chemistry calculation of C4H10N4 in the gas phase in a non-equilibrium geometry, from the Open Molecules 2025 dataset.

Computed properties:
Total energy ... -10267.8749 eV
LUMO energy ... 0.031 Eh
ΔE to the lowest compared entry with this formula, charge and spin ... 287.1 kJ/mol

Last column: Löwdin charge in e.
Geometry (Å):
1 N -0.001 1.725 1.223  0.062
2 N -1.754 -1.280 0.485  0.069
3 N 0.819 -2.016 -0.016  0.129
4 N -1.353 0.543 -0.961  0.095
5 C -0.905 -0.188 0.182  -0.588
6 C 0.727 -0.760 -0.089  -0.351
7 C -0.253 0.421 1.328  -0.103
8 C 1.741 0.175 -0.691  -0.061
9 H -1.562 -1.605 1.426  0.075
10 H 2.360 -0.356 -1.415  0.077
11 H -2.145 0.133 -1.437  0.083
12 H 1.266 1.019 -1.189  0.063
13 H 1.692 -2.378 -0.400  0.059
14 H -1.556 1.525 -0.837  0.061
15 H -1.576 -2.055 -0.149  0.072
16 H 2.376 0.584 0.095  0.077
17 H 0.471 2.195 1.978  0.093
18 H -0.345 2.317 0.467  0.089



Record 3
The following is a quantum chemistry calculation of 2 unconnected molecules or ions with the total composition C4H10O2, from the Open Molecules 2025 dataset.

Computed properties:
Total energy ... -8401.5152 eV
LUMO energy ... 0.006 Eh
ΔE to the lowest compared entry with this formula, charge and spin ... 389.0 kJ/mol

Last column: Löwdin charge in e.
Geometry (Å):
1 O -0.435 -1.307 -0.115  -0.170
2 O 0.851 -0.571 1.936  -0.156
3 C 0.155 0.789 0.140  -0.060
4 C 0.318 -1.993 -1.087  -0.143
5 C -0.853 1.714 -0.440  -0.047
6 C 0.291 0.530 1.558  -0.481
7 H 0.413 -3.057 -0.841  0.086
8 H -0.193 -1.907 -2.050  0.083
9 H 1.333 -1.582 -1.194  0.081
10 H 0.996 0.481 -0.478  0.127
11 H -1.604 1.096 -0.945  0.104
12 H -0.547 0.961 2.147  0.140
13 H 0.994 1.500 1.440  0.200
14 H -1.367 2.276 0.345  0.090
15 H -0.436 2.399 -1.182  0.086
16 H 0.084 -1.331 0.766  0.059



Record 4
The following is a quantum chemistry calculation of a molecular structure, C20H20GeN5O2Sn, from the Open Molecules 2025 dataset.

Computed properties:
Total energy ... -94951.6931 eV
LUMO energy ... 0.094 Eh
Total charge ... -1

Last column: Löwdin charge in e.
Geometry (Å):
1 Sn -1.256 -0.842 -1.843  0.557
2 Ge 2.455 -0.767 -2.176  0.701
3 O -3.291 -3.376 1.579  -0.021
4 O -3.440 -2.567 -0.412  -0.066
5 N -2.679 -1.218 1.108  0.113
6 N -1.636 0.189 2.519  -0.037
7 N -3.190 -2.443 0.761  -0.447
8 N -1.202 0.980 1.440  0.030
9 N -2.536 -1.721 3.453  0.168
10 C 0.645 -0.906 -1.781  -0.771
11 C 3.656 -2.116 0.050  -0.118
12 C 3.645 -0.872 -0.592  -0.261
13 C 4.414 -2.352 -3.730  -0.112
14 C 5.076 -0.033 1.187  -0.113
15 C 2.423 1.781 -5.521  -0.103
16 C 3.283 2.051 -2.905  -0.110
17 C -2.281 -0.989 2.346  -0.418
18 C 2.218 -3.303 -3.631  -0.112
19 C 2.361 0.705 -4.648  -0.115
20 C 4.359 -2.320 1.229  -0.106
21 C 5.074 -1.275 1.804  -0.123
22 C 2.933 3.000 -5.090  -0.120
23 C 3.094 -2.276 -3.282  -0.291
24 C 4.364 0.163 0.005  -0.108
25 C 4.850 -3.421 -4.502  -0.112
26 C 3.359 3.133 -3.777  -0.112
27 C 2.648 -4.379 -4.403  -0.104
28 C 2.801 0.810 -3.325  -0.260
29 C 3.965 -4.440 -4.839  -0.121
30 H 5.635 -1.432 2.718  0.088
31 H 2.076 1.674 -6.542  0.093
32 H -0.608 0.422 0.821  0.015
33 H 3.002 3.837 -5.774  0.089
34 H 5.114 -1.563 -3.472  0.099
35 H 3.102 -2.939 -0.389  0.097
36 H 3.747 4.084 -3.428  0.091
37 H 1.960 -0.241 -4.996  0.098
38 H -2.851 -2.659 3.233  0.075
39 H -2.018 1.214 0.886  0.059
40 H 4.348 -3.294 1.706  0.092
41 H -1.089 0.308 3.354  0.129
42 H 1.188 -3.241 -3.289  0.071
43 H 3.601 2.191 -1.882  0.068
44 H 4.391 1.142 -0.452  0.066
45 H 4.303 -5.277 -5.440  0.088
46 H 5.626 0.790 1.629  0.090
47 H -1.946 -1.587 4.257  0.102
48 H 5.879 -3.466 -4.840  0.089
49 H 1.954 -5.171 -4.664  0.092